#A
26
Properties=species:S:1:pos:R:3:lowdin_charge:R:1 method="wB97M-V/def2-TZVPD" smiles=CCc1c[nH]cn1.CCC total_charge=0 orbital_gap_ev=9.69
N 0.05 -0.18 1.86 0.09
N -2.07 -0.75 1.80 0.05
C 2.26 -2.28 1.28 -0.10
C -0.05 -1.23 0.98 -0.34
C -0.05 1.56 -1.28 -0.33
C -1.54 1.70 -1.61 -0.12
C -1.14 0.18 2.26 -0.18
C -1.35 -1.60 0.97 -0.07
C 1.10 -1.87 0.34 -0.21
C 0.85 2.42 -2.12 -0.13
H -1.77 1.11 -2.51 0.07
H 0.73 3.51 -2.18 0.07
H 2.93 -3.02 0.87 0.06
H 1.90 -2.42 2.29 0.07
H -2.15 1.18 -0.87 0.05
H -3.05 -0.59 1.61 0.14
H -1.89 -2.46 0.58 0.12
H 1.83 2.44 -1.64 0.07
H 0.76 -2.81 -0.10 0.11
H -1.84 2.74 -1.75 0.07
H 2.93 -1.40 1.33 0.07
H 0.90 2.04 -3.14 0.07
H 0.02 1.73 -0.20 0.09
H -1.13 0.84 3.11 0.11
H 1.53 -1.33 -0.51 0.10
H 0.23 0.51 -1.38 0.08

***

#B
26
Properties=species:S:1:pos:R:3:lowdin_charge:R:1 method="wB97M-V/def2-TZVPD" smiles="C=NN(/C=C/C)C(C)(C)C" total_charge=0 orbital_gap_ev=8.63
N 0.17 0.33 0.29 -0.14
N 0.37 1.38 0.98 -0.02
C -0.10 2.58 0.88 -0.04
C 1.33 -1.02 1.92 -0.08
C 1.02 -0.80 0.46 -0.54
C -0.84 0.28 -0.80 -0.07
C 0.36 -2.02 -0.17 -0.04
C -2.98 0.82 -1.82 -0.11
C -2.09 0.76 -0.64 -0.15
C 2.52 -0.59 -0.16 -0.02
H -0.83 2.99 0.17 0.06
H 0.45 -1.29 2.46 0.07
H -4.08 0.95 -1.48 0.11
H 0.69 -2.08 -1.13 0.03
H 0.33 3.27 1.55 0.03
H 2.08 -1.85 2.09 0.10
H -2.96 0.01 -2.48 0.05
H 1.69 -0.08 2.40 0.08
H 2.72 0.48 -0.14 0.07
H -2.15 1.26 0.31 0.09
H -0.54 -0.30 -1.69 0.13
H 0.53 -2.96 0.38 0.10
H 2.48 -0.82 -1.21 0.05
H -2.75 1.76 -2.30 0.07
H 3.34 -1.14 0.38 0.09
H -0.74 -1.92 -0.25 0.08

***

#C
26
Properties=species:S:1:pos:R:3:lowdin_charge:R:1 method="wB97M-V/def2-TZVPD" smiles=CCc1c[nH]cn1.CCC total_charge=0 orbital_gap_ev=9.48
N -1.60 -0.18 -2.29 0.10
N -1.39 -1.86 -0.90 0.05
C 1.76 0.69 0.17 -0.12
C -1.88 2.00 0.82 -0.10
C 2.29 -0.19 1.29 -0.32
C -1.39 -1.47 -2.18 -0.21
C -1.70 0.29 -1.01 -0.35
C -1.95 1.73 -0.70 -0.20
C -1.54 -0.74 -0.12 -0.08
C 2.69 -1.60 0.86 -0.13
H -2.93 2.06 -1.06 0.11
H -0.92 1.59 1.13 0.06
H 1.80 1.78 0.24 0.08
H -1.14 2.30 -1.15 0.11
H 1.87 -2.22 0.48 0.06
H 1.73 -0.19 2.23 0.10
H 3.43 -1.64 0.07 0.07
H -1.08 -2.78 -0.62 0.14
H -2.10 3.03 1.06 0.07
H 3.25 0.20 1.65 0.10
H 3.10 -2.08 1.75 0.07
H -1.18 -2.08 -3.05 0.12
H -2.61 1.34 1.27 0.07
H 2.30 0.45 -0.76 0.08
H -1.56 -0.86 0.95 0.12
H 0.75 0.41 -0.12 0.03

***

Which one is most stable, and which one is least stable? #C is the most stable of them, while #B is the least stable.

***

#A
54
Properties=species:S:1:pos:R:3:lowdin_charge:R:1 method="wB97M-V/def2-TZVPD" total_charge=0 orbital_gap_ev=9.47
O 3.02 2.21 0.08 -0.08
O -0.31 1.49 3.85 -0.12
O -2.29 0.94 -1.00 -0.13
O -1.13 -1.88 -3.56 -0.08
O -2.79 -1.64 -0.27 -0.10
O 1.49 -2.27 2.58 -0.11
O 1.88 0.64 -4.12 -0.11
O -0.87 -0.23 0.37 -0.21
O -0.66 1.96 0.21 -0.11
C -0.50 -1.47 -2.38 -0.20
C -2.60 -3.00 -0.30 -0.20
C 2.78 0.90 0.41 -0.22
C 0.38 2.38 1.08 -0.06
C -1.02 0.60 2.98 -0.12
C 0.31 -0.99 0.26 -0.10
C 2.75 -1.88 2.13 -0.17
C -2.95 2.15 -0.91 -0.16
C 1.20 0.91 -2.86 -0.14
H -1.87 -2.43 -3.28 0.08
H -0.16 -1.94 0.04 0.09
H 1.48 1.90 -2.47 0.08
H 3.48 0.57 1.19 0.09
H 1.36 0.00 -4.62 0.07
H 3.63 2.12 -0.65 0.10
H 0.16 1.05 -3.14 0.09
H -4.00 1.94 -1.09 0.09
H 0.78 1.41 1.36 0.05
H -1.96 0.84 -0.11 0.03
H 1.29 0.18 -2.05 0.02
H 1.75 0.75 0.74 0.02
H 2.87 0.19 -0.42 0.10
H -1.45 -0.24 3.53 0.10
H -2.82 -3.53 0.63 0.08
H 0.61 1.22 3.98 0.07
H -0.97 -0.50 -2.26 0.08
H -0.77 0.72 0.30 -0.10
H 2.73 -0.94 1.57 0.01
H -0.30 0.13 2.30 0.04
H 0.81 -0.64 -0.64 0.06
H 3.39 -1.54 2.94 0.09
H 0.59 -1.45 -2.39 0.08
H -3.41 -3.46 -0.86 0.08
H -0.81 -2.07 -1.52 0.02
H 3.26 -2.57 1.45 0.10
H 1.14 2.99 0.59 0.10
H -1.96 -1.26 0.03 -0.01
H -1.63 -3.26 -0.72 0.07
H -1.74 1.05 2.29 0.09
H -3.03 2.54 0.11 0.10
H 1.33 -1.83 3.42 0.09
H 0.89 -1.18 1.17 0.05
H -0.93 2.70 -0.34 0.12
H 0.07 2.87 2.01 0.10
H -2.48 2.80 -1.64 0.09

***

#B
54
Properties=species:S:1:pos:R:3:lowdin_charge:R:1 method="wB97M-V/def2-TZVPD" smiles=CC(C)O.CC(C)O.CC(C)O.O.O.O.O.O.O total_charge=0 orbital_gap_ev=9.24
O 1.80 1.23 3.70 -0.04
O 1.27 1.78 -4.30 -0.05
O 0.45 2.34 1.28 -0.11
O 1.75 -3.56 1.88 -0.06
O -0.23 -1.89 2.77 -0.04
O -1.39 -3.19 -1.98 -0.06
O 3.66 -1.36 1.81 -0.06
O 1.25 -2.81 -1.00 -0.05
O 1.21 -0.37 0.75 -0.07
C -1.86 2.41 0.68 -0.04
C -3.68 -2.54 -2.15 -0.06
C -0.83 3.94 2.45 -0.04
C -2.24 -1.72 -0.33 -0.07
C -2.26 -2.07 -1.80 -0.49
C 0.17 0.68 -2.56 -0.06
C -0.87 2.56 1.80 -0.48
C 2.64 1.10 -2.45 -0.05
C 1.28 1.63 -2.88 -0.49
H -2.53 -2.57 0.28 0.08
H -2.92 -0.90 -0.04 0.07
H -0.87 -2.61 2.71 0.09
H -0.58 -1.31 3.46 0.07
H 1.11 2.60 -2.38 0.13
H -1.87 1.41 0.26 0.07
H -0.71 4.69 1.66 0.09
H 2.50 -2.96 1.76 0.01
H 2.92 -0.85 1.41 0.00
H -4.43 -1.83 -1.79 0.07
H 0.18 0.44 -1.49 0.06
H -0.07 4.08 3.22 0.08
H -3.83 -2.72 -3.21 0.08
H 2.16 2.03 -4.57 0.08
H -0.47 -2.94 -1.83 0.04
H 1.36 -3.38 -0.22 0.03
H 1.10 0.60 3.89 0.02
H 4.32 -0.70 2.05 0.05
H -1.79 4.13 2.94 0.09
H 2.92 0.13 -2.87 0.09
H 2.63 0.86 -1.38 0.07
H 0.64 -0.77 1.42 0.02
H 0.64 3.10 0.71 0.11
H 1.41 -1.92 -0.67 0.01
H 3.45 1.81 -2.60 0.08
H 1.03 0.58 0.78 0.02
H 0.33 -0.31 -3.01 0.09
H -1.93 -1.28 -2.48 0.12
H -1.57 3.10 -0.12 0.09
H -1.25 -1.41 -0.01 0.05
H 1.44 1.79 2.99 0.00
H -3.81 -3.46 -1.58 0.08
H -0.82 1.08 -2.78 0.08
H 1.04 -3.00 2.22 -0.02
H -2.85 2.60 1.10 0.09
H -1.03 1.73 2.50 0.14

***

#C
54
Properties=species:S:1:pos:R:3:lowdin_charge:R:1 method="wB97M-V/def2-TZVPD" smiles=CO.CO.CO.CO.CO.CO.CO.CO.CO total_charge=0 orbital_gap_ev=9.77
O 2.00 -3.07 -1.46 -0.15
O -2.28 3.58 1.43 -0.12
O -0.15 3.44 -0.23 -0.14
O -0.21 -4.83 2.39 -0.10
O -0.27 -0.87 2.84 -0.12
O 2.64 2.87 0.49 -0.12
O 0.53 -1.12 -0.18 -0.14
O -1.39 -2.82 0.44 -0.14
O -0.28 1.62 -5.56 -0.10
C -2.66 -2.10 0.40 -0.08
C 3.15 2.28 -0.71 -0.16
C 0.16 0.28 0.05 -0.10
C -2.41 2.35 2.05 -0.20
C 1.06 -4.54 2.02 -0.19
C 1.99 -2.37 -2.75 -0.14
C -1.30 -0.95 3.78 -0.17
C -0.08 4.47 -1.23 -0.11
C -0.52 1.05 -4.31 -0.19
H -1.54 -2.00 3.92 0.08
H -1.04 4.77 -1.67 0.09
H -3.42 2.29 2.45 0.08
H -0.46 2.55 -5.38 0.07
H 0.68 3.32 0.23 0.05
H 1.58 -2.49 -0.82 0.00
H -0.28 -1.61 -0.02 0.00
H -3.48 -2.79 0.55 0.08
H 0.50 4.08 -2.07 0.07
H -1.61 2.31 2.78 0.09
H 1.70 -3.99 2.72 0.07
H 2.77 -2.65 -3.45 0.07
H 3.41 2.82 1.07 0.09
H -2.78 -1.57 -0.55 0.09
H 1.12 -3.83 1.20 0.07
H 1.65 -5.44 1.88 0.09
H -0.25 -5.61 2.96 0.09
H -0.32 0.77 -0.79 0.07
H 3.80 2.96 -1.26 0.08
H -1.58 1.11 -4.06 0.08
H 0.99 -2.51 -3.16 0.07
H -0.18 0.02 -4.26 0.07
H 2.00 -1.30 -2.56 0.05
H -1.34 -3.42 1.19 0.06
H 0.14 1.47 -3.55 0.06
H -2.66 -1.39 1.23 0.06
H 0.49 -1.18 3.34 0.09
H 1.09 0.84 0.18 0.05
H -1.61 3.49 0.75 0.01
H 0.46 5.33 -0.85 0.08
H 2.51 1.84 -1.48 0.08
H -2.22 -0.41 3.54 0.07
H -2.43 1.53 1.34 0.06
H -1.00 -0.53 4.74 0.08
H -0.53 0.46 0.88 0.05
H 3.85 1.48 -0.48 0.08

***

Which one is most stable, and which one is least stable? #B is the most stable of them, while #A is the least stable.

***

#A
16
Properties=species:S:1:pos:R:3:lowdin_charge:R:1 method="wB97M-V/def2-TZVPD" smiles="C[C@@H](O)[C@]1(C=S)CO1" total_charge=0 orbital_gap_ev=8.34
S -3.04 -0.74 0.04 0.74
O 1.12 -0.85 -1.24 -0.01
O -0.92 1.35 0.78 -0.02
C -0.84 1.76 -0.58 -0.09
C -1.49 -0.70 -0.48 -0.54
C -0.55 0.39 -0.26 -0.51
C 1.02 -0.80 1.26 -0.02
C 0.86 -0.08 -0.09 -0.39
H 0.28 -1.59 1.44 0.08
H -1.19 -1.41 -1.19 0.04
H -1.78 1.93 -1.13 0.13
H 2.01 -1.31 1.33 0.09
H 0.00 2.46 -0.76 0.14
H 2.06 -1.10 -1.22 0.11
H 1.50 0.82 -0.05 0.15
H 0.96 -0.12 2.14 0.10

***

#B
16
Properties=species:S:1:pos:R:3:lowdin_charge:R:1 method="wB97M-V/def2-TZVPD" smiles="C[C@@H]1CC=CS1(=O)=O" total_charge=0 orbital_gap_ev=10.91
S 1.25 0.12 -0.65 0.70
O 1.76 1.30 0.00 -0.33
O 1.69 -0.23 -1.98 -0.32
C 0.34 -1.51 1.08 -0.13
C 1.47 -1.31 0.41 -0.12
C -0.79 -0.55 0.86 -0.18
C -1.03 1.61 -0.65 -0.08
C -0.61 0.18 -0.46 -0.40
H -1.30 1.64 -1.71 0.09
H -0.10 2.27 -0.42 0.11
H -1.70 -1.12 0.73 0.11
H -1.75 1.78 0.07 0.05
H 0.28 -2.15 1.94 0.11
H -1.01 0.27 1.62 0.15
H -0.82 -0.31 -1.40 0.12
H 2.32 -1.99 0.56 0.11

***

#C
16
Properties=species:S:1:pos:R:3:lowdin_charge:R:1 method="wB97M-V/def2-TZVPD" smiles="C[C@@H]1C[C@@H]2[C@H]1S2(=O)=O" total_charge=0 orbital_gap_ev=10.75
S 2.10 0.02 -0.01 0.75
O 3.20 0.97 -0.21 -0.32
O 2.20 -1.41 -0.19 -0.31
C 0.54 0.68 -0.54 -0.22
C -0.25 -0.74 0.96 -0.07
C 0.82 0.51 1.02 -0.19
C -0.50 -0.43 -0.51 -0.35
C -1.87 0.16 -0.69 -0.04
H -0.27 -1.33 -1.09 0.15
H 0.93 1.40 1.69 0.14
H 0.36 -1.56 1.07 0.06
H -1.11 -0.79 1.52 0.09
H 0.45 1.58 -0.99 0.10
H -1.82 1.13 -0.31 0.07
H -2.17 0.11 -1.65 0.05
H -2.62 -0.31 -0.07 0.09

***

Which one is most stable, and which one is least stable? #B is the most stable of them, while #C is the least stable.